(1)
Computed, not measured: an isolated molecule of C4H8O3 in a non-equilibrium geometry, with the ωB97M-V functional and the def2-TZVPD basis.

Gap between HOMO and LUMO, Eh: 0.403
SMILES string: C[C@@H](O)COC=O
HOMO level, eV: -10.12
LUMO level, Eh: 0.031
Total charge: 0

Geometry as XYZ:
```
15
Properties=species:S:1:pos:R:3:nbo_charge:R:1
C -1.744 1.036 -0.682 -0.6146
C -0.372 0.657 -0.133 0.0561
O -0.454 0.747 1.259 -0.7423
C 0.008 -0.779 -0.464 -0.0867
O 1.460 -1.234 -0.348 -0.5086
C 2.195 -1.073 0.721 0.6657
O 1.815 -0.546 1.739 -0.6268
H -2.502 0.321 -0.345 0.2135
H -1.743 1.078 -1.773 0.2075
H -2.008 2.024 -0.292 0.2330
H 0.387 1.335 -0.558 0.1647
H 0.384 0.383 1.622 0.4973
H -0.089 -1.031 -1.506 0.2012
H -0.566 -1.491 0.136 0.2036
H 3.230 -1.427 0.623 0.1364
```

---

(2)
Computed, not measured: an isolated molecule of C2H3NOS2 in a non-equilibrium geometry, with the ωB97M-V functional and the def2-TZVPD basis.

Gap between HOMO and LUMO (alpha / beta), Eh: 0.162 / 0.159
HOMO level (alpha / beta), eV: -8.27 / -8.21
LUMO level (alpha / beta), Eh: -0.142 / -0.143
Total charge: 0

Geometry as XYZ:
```
9
Properties=species:S:1:pos:R:3:nbo_charge:R:1
C 0.366 -0.110 -0.600 0.6312
C -0.095 -0.916 0.724 -0.6414
N -0.243 1.005 -0.787 -0.6991
O 1.194 -0.552 -1.341 -0.5519
S 1.199 -0.294 1.945 0.1279
S -1.328 1.830 0.227 0.1734
H -1.169 -0.629 0.981 0.2586
H 0.166 -1.954 0.510 0.2564
H -0.090 1.621 -1.660 0.4448
```

---

(3)
Computed, not measured: an isolated molecule of C6H7NO2S2 in a non-equilibrium geometry, with the ωB97M-V functional and the def2-TZVPD basis.

Gap between HOMO and LUMO (alpha / beta), Eh: 0.217 / 0.253
Multiplicity: 3
HOMO level (alpha / beta), eV: -6.40 / -9.19
LUMO level (alpha / beta), Eh: -0.018 / -0.085
Total charge: 0
<S²>: 2.0348

Geometry as XYZ:
```
18
Properties=species:S:1:pos:R:3:nbo_charge:R:1
C -1.427 0.103 1.808 -0.2686
C -0.252 0.640 1.336 -0.1428
C 0.309 0.181 0.165 0.2350
C -1.368 -0.838 -0.589 -0.5570
C 0.597 1.560 2.263 -0.6059
C 0.086 -1.730 -2.771 -0.7373
N 1.272 0.660 -0.652 0.4158
O 2.315 0.869 -0.009 -0.4026
O 1.085 0.799 -1.836 -0.3889
S -2.399 -0.831 0.708 0.4078
S -1.348 -2.143 -1.603 0.3735
H -2.024 0.334 2.725 0.2488
H 0.708 2.525 1.856 0.2280
H 0.122 1.581 3.261 0.2112
H 1.564 1.338 2.349 0.2356
H 0.492 -0.642 -2.613 0.2913
H -0.506 -1.834 -3.753 0.2288
H 0.774 -2.571 -2.646 0.2275
```

---

(4)
Computed, not measured: a cluster of 2 separate species, C32H29Br2N4 in total in a non-equilibrium geometry, with the ωB97M-V functional and the def2-TZVPD basis.

Gap between HOMO and LUMO, Eh: 0.219
HOMO level, eV: -10.94
LUMO level, Eh: -0.183
Total charge: +1

Geometry as XYZ:
```
67
Properties=species:S:1:pos:R:3:nbo_charge:R:1
C -5.705 -0.136 1.412 -0.3992
N -5.151 -0.370 2.749 -0.5183
C -5.607 -1.576 3.368 0.2174
C -5.388 -2.827 2.757 -0.2621
C -5.936 -3.985 3.310 -0.1887
C -6.738 -3.905 4.456 -0.2053
C -6.992 -2.658 5.041 -0.1994
C -6.409 -1.503 4.519 -0.2404
C -3.879 0.171 3.025 0.2783
C -3.653 0.947 4.188 -0.2323
C -2.403 1.493 4.434 -0.0927
C -1.270 1.176 3.617 -0.1986
C 0.026 1.631 3.985 0.1599
C 1.292 1.074 3.665 -0.1937
C 2.463 1.664 4.246 -0.0736
C 3.730 1.180 4.000 -0.2439
C 3.917 0.105 3.098 0.2844
N 5.225 -0.361 2.800 -0.5473
C 5.684 -0.058 1.442 -0.3941
C 5.705 -1.590 3.353 0.2208
C 5.496 -2.815 2.699 -0.2673
C 5.989 -4.001 3.254 -0.1893
C 6.744 -3.965 4.432 -0.2081
C 7.002 -2.739 5.058 -0.1994
C 6.461 -1.561 4.540 -0.2382
C 2.785 -0.504 2.525 -0.1914
C 1.507 -0.083 2.849 -0.1250
C -1.528 0.410 2.443 -0.1222
C -2.792 -0.081 2.164 -0.2097
H -5.528 0.905 1.127 0.2099
H -5.255 -0.788 0.655 0.1777
H -6.784 -0.321 1.449 0.2282
H -4.774 -2.880 1.853 0.2134
H -5.751 -4.950 2.830 0.2236
H -7.159 -4.813 4.889 0.2264
H -7.660 -2.581 5.901 0.2257
H -6.575 -0.523 4.972 0.2199
H -4.488 1.108 4.871 0.2427
H -2.256 2.168 5.274 0.2318
H 0.050 2.430 4.724 0.2585
H 2.314 2.514 4.908 0.2242
H 4.607 1.595 4.503 0.2466
H 6.763 -0.222 1.379 0.2260
H 5.185 -0.686 0.690 0.1724
H 5.461 0.992 1.229 0.2079
H 4.911 -2.833 1.776 0.2098
H 5.792 -4.949 2.747 0.2217
H 7.124 -4.894 4.862 0.2254
H 7.636 -2.701 5.946 0.2251
H 6.614 -0.601 5.037 0.2217
H 2.941 -1.367 1.867 0.2270
H 0.675 -0.672 2.475 0.2225
H -0.737 0.246 1.714 0.2217
H -2.953 -0.724 1.295 0.2271
Br -1.618 6.719 0.930 0.0749
C -0.636 6.113 2.467 -0.1522
C -0.037 7.064 3.337 0.1598
N -0.128 8.377 3.094 -0.7652
C 0.606 6.600 4.519 -0.1502
Br 1.325 7.858 5.786 0.0793
C 0.603 5.235 4.779 0.0245
N 0.057 4.360 3.913 -0.5098
C -0.584 4.771 2.812 0.0304
H 0.257 9.040 3.753 0.4181
H -0.635 8.702 2.284 0.4170
H 1.035 4.876 5.710 0.2078
H -1.089 4.046 2.184 0.2079
```

---

(5)
Computed, not measured: a cluster of 3 separate species, C22H21N3O5S in total in a non-equilibrium geometry, with the ωB97M-V functional and the def2-TZVPD basis.

Gap between HOMO and LUMO, Eh: 0.284
SMILES string: O=C(Cc1cccc2c1Sc1ccccc1N2)c1ccccc1.C[N+](=O)[O-].C[N+](=O)[O-]
HOMO level, eV: -7.92
LUMO level, Eh: -0.007
Total charge: 0

Geometry as XYZ:
```
52
Properties=species:S:1:pos:R:3:nbo_charge:R:1
O 2.854 0.395 2.647 -0.5318
C 2.098 0.251 1.630 0.5623
C 0.553 0.688 1.758 -0.5455
C 0.109 1.408 0.389 -0.0774
C 1.042 2.325 -0.458 -0.2418
C 0.596 2.968 -1.793 -0.2129
C -0.857 2.673 -2.301 -0.2592
C -1.879 1.795 -1.492 0.1320
C -1.331 1.188 -0.141 -0.0558
S -2.570 0.123 0.767 0.2448
C -3.383 -0.781 -0.655 -0.1989
C -3.742 -2.282 -0.551 -0.2110
C -4.372 -2.985 -1.779 -0.2380
C -4.623 -2.127 -3.059 -0.2061
C -4.288 -0.605 -3.161 -0.2613
C -3.620 0.108 -1.932 0.1630
N -3.249 1.552 -2.008 -0.5998
C 2.772 -0.368 0.329 -0.1375
C 3.956 0.448 -0.311 -0.1991
C 4.703 -0.075 -1.592 -0.2206
C 4.286 -1.400 -2.311 -0.2203
C 3.095 -2.189 -1.677 -0.2092
C 2.356 -1.673 -0.387 -0.2160
H 0.337 1.317 2.685 0.2824
H -0.043 -0.305 1.810 0.2569
H 2.097 2.504 -0.032 0.2264
H 1.347 3.606 -2.374 0.2386
H -1.126 3.150 -3.317 0.2245
H -3.523 -2.836 0.434 0.2437
H -4.602 -4.102 -1.695 0.2388
H -5.081 -2.645 -3.969 0.2278
H -4.526 -0.039 -4.123 0.2291
H -3.182 1.771 -3.025 0.3892
H 4.330 1.433 0.139 0.2335
H 5.584 0.521 -2.035 0.2296
H 4.830 -1.803 -3.232 0.2372
H 2.749 -3.186 -2.133 0.2354
H 1.510 -2.315 0.026 0.2364
C -0.558 4.658 2.784 -0.4887
N -1.461 3.490 2.946 0.5329
O -1.131 2.632 3.753 -0.3921
O -2.467 3.473 2.260 -0.3559
H 0.293 4.540 3.453 0.2311
H -0.232 4.679 1.744 0.2441
H -1.128 5.552 3.038 0.2366
C 1.822 -3.320 2.830 -0.4861
N 1.407 -4.720 2.557 0.5302
O 1.377 -5.491 3.502 -0.3660
O 1.127 -4.996 1.401 -0.3856
H 2.040 -3.217 3.891 0.2376
H 2.711 -3.118 2.232 0.2458
H 0.996 -2.671 2.542 0.2268
```

---

(6)
Computed, not measured: an isolated molecule of C14H20N2O2S2 in a non-equilibrium geometry, with the ωB97M-V functional and the def2-TZVPD basis.

Gap between HOMO and LUMO, Eh: 0.302
SMILES string: CNC(=O)C1=C(SSC2=C(C(=O)NC)CCC2)CCC1
HOMO level, eV: -8.39
LUMO level, Eh: -0.006
Total charge: 0

Geometry as XYZ:
```
40
Properties=species:S:1:pos:R:3:nbo_charge:R:1
C -3.691 -2.595 1.539 -0.4190
N -3.740 -1.542 0.559 -0.6110
C -2.706 -0.672 0.403 0.6625
O -3.100 0.383 -0.017 -0.6079
C -1.262 -0.997 0.742 -0.0901
C -0.436 -1.510 -0.202 -0.1398
S -0.690 -1.803 -1.918 0.1593
S -0.599 0.307 -2.287 0.1751
C 1.111 0.481 -2.019 -0.1559
C 1.598 1.241 -0.980 -0.0625
C 0.904 2.014 0.044 0.6188
O 1.485 2.184 1.129 -0.6543
N -0.164 2.602 -0.399 -0.5629
C -1.049 3.449 0.442 -0.4411
C 3.099 1.329 -1.031 -0.4412
C 3.385 0.570 -2.268 -0.4068
C 2.192 -0.115 -2.809 -0.4680
C 0.906 -1.909 0.455 -0.4422
C 0.835 -1.393 1.897 -0.4109
C -0.614 -0.888 2.134 -0.4201
H -4.639 -2.965 1.908 0.2135
H -3.184 -3.407 1.121 0.1989
H -3.144 -2.252 2.450 0.1749
H -4.628 -0.945 0.654 0.4014
H -0.440 2.423 -1.347 0.4043
H -1.055 4.526 0.220 0.2028
H -0.802 3.321 1.535 0.2340
H -2.105 3.096 0.397 0.2240
H 3.505 0.879 -0.066 0.2318
H 3.480 2.391 -0.899 0.2329
H 3.648 1.340 -3.017 0.2148
H 4.240 -0.214 -2.138 0.2175
H 2.080 -1.209 -2.765 0.2273
H 2.048 0.188 -3.837 0.2209
H 1.041 -3.010 0.486 0.2130
H 1.655 -1.396 -0.104 0.2186
H 1.138 -2.201 2.548 0.2102
H 1.467 -0.520 2.103 0.2368
H -1.132 -1.372 2.929 0.2137
H -0.639 0.191 2.407 0.2267
```

---

(7)
Computed, not measured: a cluster of 10 separate species, C44H90N2O20 in total in a non-equilibrium geometry, with the ωB97M-V functional and the def2-TZVPD basis.

Gap between HOMO and LUMO, Eh: 0.312
SMILES string: O=[N+]([O-])c1ccccc1.O=[N+]([O-])c1ccccc1.COCCOC.COCCOC.COCCOC.COCCOC.COCCOC.COCCOC.COCCOC.COCCOC
HOMO level, eV: -9.04
LUMO level, Eh: -0.020
Total charge: 0

Geometry as XYZ:
```
156
Properties=species:S:1:pos:R:3:mulliken_charge:R:1
O 2.522 9.493 1.436 -0.6041
N 2.134 9.467 0.269 0.9934
O 1.861 10.472 -0.295 -0.5729
C 1.775 8.222 -0.454 -0.0630
C 1.354 8.290 -1.799 -0.3968
C 0.827 7.216 -2.469 -0.5388
C 0.689 5.992 -1.775 -0.5229
C 1.123 5.948 -0.453 -0.6321
C 1.645 7.041 0.214 0.0072
H 1.249 9.252 -2.279 0.3926
H 0.487 7.184 -3.494 0.3640
H 0.228 5.115 -2.206 0.4848
H 0.970 4.993 0.027 0.5267
H 1.724 6.972 1.289 0.5260
O -0.165 2.482 0.709 -0.4331
N 0.487 1.759 -0.025 1.2260
O 0.925 2.177 -1.082 -0.6313
C 0.851 0.400 0.425 0.0543
C 1.317 0.219 1.778 -0.3111
C 1.794 -1.039 2.126 -0.4304
C 1.994 -2.079 1.190 -1.4626
C 1.490 -1.865 -0.069 0.3432
C 1.027 -0.633 -0.465 -0.7610
H 1.173 1.039 2.466 0.7265
H 2.151 -1.093 3.144 0.4950
H 2.409 -3.009 1.550 0.4723
H 1.328 -2.732 -0.692 0.2334
H 0.654 -0.516 -1.472 0.3680
C 3.361 7.159 4.234 -0.9001
O 1.969 6.663 4.363 -0.0882
C 1.418 6.746 5.649 -0.6204
C -0.034 6.241 5.706 -0.6576
O -0.164 4.852 5.461 -0.3571
C 0.282 4.223 4.238 0.5373
H 3.291 8.200 4.549 0.4063
H 3.754 7.082 3.220 0.2614
H 3.975 6.688 5.002 0.2506
H 1.255 7.764 6.002 0.3774
H 2.141 6.345 6.359 0.4003
H -0.621 6.709 4.916 0.3240
H -0.550 6.385 6.656 0.3365
H -0.557 4.223 3.543 0.3279
H 0.550 3.172 4.347 -0.6289
H 1.020 4.770 3.651 -0.1046
C -0.901 -8.649 -5.791 -0.8131
O 0.489 -8.197 -5.550 -0.3376
C 0.856 -7.782 -4.244 -0.5366
C -0.254 -6.852 -3.530 -0.1912
O 0.313 -6.383 -2.336 -0.5013
C -0.078 -5.210 -1.598 0.0075
H -1.139 -9.574 -5.266 0.3161
H -0.990 -8.825 -6.863 0.2779
H -1.616 -7.846 -5.615 0.3228
H 1.844 -7.332 -4.336 0.2626
H 0.912 -8.708 -3.671 0.3502
H -1.174 -7.367 -3.256 0.4078
H -0.469 -6.010 -4.188 0.1555
H -1.120 -5.446 -1.385 0.3625
H 0.026 -4.287 -2.168 -0.3118
H 0.490 -5.054 -0.681 0.2820
C -1.320 1.120 5.785 -0.7944
O -1.028 0.540 4.505 0.1515
C -2.052 -0.297 3.867 -0.0312
C -2.099 -1.652 4.553 -0.8397
O -0.874 -2.316 4.271 -0.3324
C 0.052 -2.132 5.298 -0.4307
H -0.459 1.625 6.224 -0.0866
H -1.665 0.408 6.534 0.3988
H -2.093 1.873 5.632 0.3734
H -1.749 -0.473 2.835 -0.2002
H -2.962 0.302 3.900 0.4467
H -2.825 -2.295 4.057 0.4712
H -2.563 -1.539 5.533 0.3555
H -0.231 -1.367 6.021 0.1784
H 1.053 -1.902 4.933 0.0815
H 0.095 -3.063 5.864 0.3000
C -1.977 -2.379 -0.259 0.1201
O -3.022 -3.293 -0.315 -0.2659
C -4.102 -2.828 0.484 0.2645
C -5.186 -3.945 0.294 -0.7942
O -4.661 -5.236 0.702 -0.2843
C -5.602 -6.262 0.748 -0.8244
H -2.418 -1.506 -0.739 0.2297
H -1.130 -2.507 -0.933 -0.3298
H -1.536 -2.059 0.685 0.1023
H -4.464 -1.906 0.030 0.1241
H -3.751 -2.719 1.510 0.0455
H -5.332 -4.024 -0.783 0.3021
H -6.079 -3.629 0.834 0.4490
H -5.488 -6.840 -0.169 0.2818
H -6.646 -5.950 0.723 0.3397
H -5.506 -6.910 1.619 0.2369
C 0.140 -5.915 -7.859 -0.8021
O 0.571 -5.076 -6.823 -0.1356
C -0.245 -3.929 -6.650 -1.0595
C 0.132 -3.244 -5.234 1.4238
O -1.051 -2.659 -4.778 -0.4466
C -0.841 -1.353 -4.306 -0.4344
H 0.995 -6.578 -7.989 0.2403
H -0.066 -5.305 -8.738 0.3859
H -0.751 -6.498 -7.623 0.1956
H -1.315 -4.119 -6.731 0.5013
H -0.089 -3.223 -7.466 0.4739
H 0.949 -2.528 -5.320 -0.8892
H 0.495 -3.964 -4.500 -0.1713
H -0.267 -0.726 -4.987 0.3318
H -0.245 -1.577 -3.422 0.0644
H -1.711 -0.722 -4.125 0.3281
C 2.469 1.556 8.297 -0.4499
O 3.329 1.920 7.247 -0.4596
C 2.925 2.848 6.161 0.9643
C 3.677 2.698 4.815 -0.5595
O 3.387 3.846 4.030 -0.0159
C 3.702 3.796 2.634 -0.2485
H 2.814 0.583 8.648 0.2504
H 1.469 1.405 7.889 0.1296
H 2.555 2.290 9.097 0.2516
H 3.070 3.902 6.398 0.1183
H 1.879 2.601 5.979 -0.6509
H 3.335 1.756 4.387 0.1605
H 4.764 2.732 4.881 0.3839
H 3.525 4.830 2.341 0.0398
H 3.038 3.056 2.186 -0.0869
H 4.717 3.451 2.435 0.3901
C -3.171 3.050 1.611 -0.3421
O -4.554 2.897 1.399 -0.4375
C -5.095 3.386 0.174 -0.6041
C -4.947 2.353 -1.020 -0.0167
O -5.867 1.320 -0.874 -0.3671
C -5.743 0.239 -1.834 -0.5643
H -2.539 2.597 0.847 0.1916
H -2.814 2.711 2.583 -0.0044
H -3.044 4.128 1.510 0.3741
H -4.872 4.438 -0.004 0.4113
H -6.170 3.306 0.339 0.2643
H -3.947 1.936 -0.893 -0.0321
H -4.947 2.769 -2.027 0.3844
H -6.358 -0.567 -1.432 0.1846
H -4.710 -0.012 -2.074 0.1593
H -6.191 0.599 -2.760 0.3714
C 4.062 -3.329 -7.278 -0.6368
O 4.300 -2.576 -6.054 -0.2969
C 3.650 -1.319 -6.037 -0.4120
C 3.871 -0.577 -4.720 -0.6993
O 3.170 -1.101 -3.523 -0.1643
C 3.610 -2.404 -3.209 -0.6309
H 3.003 -3.550 -7.417 0.1702
H 4.746 -4.175 -7.356 0.2232
H 4.343 -2.593 -8.031 0.3551
H 2.566 -1.435 -6.059 0.0497
H 3.975 -0.766 -6.918 0.5661
H 3.475 0.418 -4.923 0.3765
H 4.957 -0.541 -4.635 0.3529
H 3.270 -3.111 -3.966 0.1968
H 3.240 -2.808 -2.267 0.1624
H 4.697 -2.442 -3.281 0.3807
```

---

(8)
Computed, not measured: a structure of composition C18H22BN3O11P2Sc in a non-equilibrium geometry, with the ωB97M-V functional and the def2-TZVPD basis.

Gap between HOMO and LUMO, Eh: 0.279
HOMO level, eV: -4.93
LUMO level, Eh: 0.098
Total charge: -1

Geometry as XYZ:
```
58
Properties=species:S:1:pos:R:3:nbo_charge:R:1
Sc -0.620 -0.886 -0.538 1.6991
O -1.473 -4.014 2.237 -0.5697
C -0.899 -3.353 1.404 0.6578
N -1.309 -2.949 0.150 -0.7998
C -2.176 -3.716 -0.589 0.6498
O -2.715 -4.765 -0.298 -0.6003
C -2.344 -3.206 -2.001 0.1317
C -3.379 -3.664 -2.778 -0.2204
C -3.477 -3.203 -4.083 -0.1616
C -2.527 -2.321 -4.559 -0.2425
C -1.523 -1.915 -3.703 0.0760
N -1.429 -2.342 -2.442 -0.4683
C 0.538 -2.916 1.680 0.1327
C 1.133 -3.238 2.880 -0.2228
C 2.465 -2.907 3.062 -0.1616
C 3.147 -2.269 2.041 -0.2599
C 2.459 -1.944 0.889 0.0814
N 1.176 -2.273 0.698 -0.4501
H -4.076 -4.370 -2.346 0.2395
H -4.296 -3.524 -4.718 0.2072
H -2.570 -1.917 -5.563 0.2184
H -0.777 -1.207 -4.027 0.2247
H 0.541 -3.754 3.627 0.2445
H 2.969 -3.146 3.994 0.2097
H 4.192 -1.995 2.140 0.2157
H 2.944 -1.409 0.083 0.2144
O 0.200 1.035 -4.092 -0.9968
P 0.456 1.246 -2.525 2.5747
O 1.500 2.253 -2.289 -1.1296
O 0.581 -0.190 -1.979 -1.1612
O -0.967 1.782 -1.938 -1.1118
P -2.468 1.109 -1.950 2.5618
O -3.326 2.222 -1.196 -0.9794
O -2.923 0.863 -3.321 -1.1269
O -2.381 -0.063 -0.955 -1.1429
H 0.529 1.825 -4.562 0.5060
H -3.668 2.853 -1.856 0.5010
C 0.252 3.523 3.243 -0.6206
C 0.435 2.859 1.901 0.2326
C 0.092 3.833 0.787 -0.6384
O -0.504 1.767 1.808 -0.7472
B 0.067 0.693 1.138 0.4563
O 1.456 0.919 1.045 -0.7562
C 1.810 2.162 1.705 0.2350
C 2.506 1.815 3.009 -0.6274
C 2.749 2.915 0.798 -0.6385
H -0.740 3.988 3.276 0.2139
H 1.004 4.310 3.401 0.1974
H 0.319 2.798 4.059 0.2147
H -0.966 4.099 0.876 0.2159
H 0.251 3.387 -0.202 0.2444
H 0.693 4.747 0.859 0.1950
H 1.873 1.184 3.644 0.2145
H 2.787 2.714 3.571 0.2003
H 3.420 1.258 2.778 0.2081
H 2.365 2.949 -0.223 0.2666
H 3.723 2.411 0.785 0.2010
H 2.903 3.938 1.168 0.1921
```

---

The following energy above the lowest of the compared OMol25 structures with the same formula, charge and spin values (in kcal/mol) correspond, in order, to the records above: 27.1, 101.4, 77.4, 0.0, 464.8, 32.9, 80.2, 24.1.
The following E values (in a.u.) correspond, in order, to the records above: -382.9216, -1004.2259, -1234.1067, -6603.5776, -1788.9535, -1601.7802, -3344.0728, -3159.9837.